No. 1
DFT (ωB97M-V/def2-TZVPD) results for a 16-piece molecular cluster, C34H81Cl4F3N13O27 overall at a distorted geometry.

Summary:
Total charge   -1
E_LUMO   0.5 eV

Geometry (Å):
H 1.365 0.376 -28.667
O 0.185 -5.139 -14.787
O 2.960 -7.900 -19.250
H -1.973 -13.575 -21.701
O 1.415 -7.176 -20.661
H -0.975 0.668 -29.693
H -5.796 -11.770 -28.905
C 0.710 -3.998 -16.717
H -5.179 -6.392 -20.937
H -0.091 -12.570 -20.522
C -3.058 -4.349 -30.076
H 0.518 -11.419 -21.674
O -6.261 -11.334 -19.886
C -3.517 -7.060 -24.060
N 2.580 -7.481 -20.362
H -3.055 -4.195 -28.997
H 0.295 -1.062 -28.759
O 4.948 -7.422 -28.119
C -9.810 -1.813 -21.481
C -3.220 0.713 -28.243
H -7.726 -3.446 -27.364
H 3.769 -15.417 -22.982
C -9.591 -7.804 -20.595
O -4.718 -9.428 -30.810
H 3.494 -6.750 -22.166
H -2.444 -4.030 -21.091
C -8.900 -10.347 -26.678
Cl -8.947 -1.794 -19.947
H -2.222 -3.362 -25.135
N -5.082 -10.029 -29.814
C -0.773 0.744 -28.625
C 1.819 -15.143 -22.011
H -2.844 -1.607 -22.082
O -0.814 -4.982 -30.009
C -2.185 -3.558 -24.063
H 1.590 -3.585 -16.224
H -1.384 -2.975 -23.608
N -8.438 -11.119 -25.550
C -4.397 -5.701 -20.622
H -8.377 -9.395 -26.588
H -6.202 -13.149 -17.366
C -3.433 -3.571 -21.073
H 1.012 -4.555 -17.604
C -7.798 -4.527 -27.239
H -10.110 -8.757 -20.705
C 2.288 -14.219 -20.870
C -0.024 -13.318 -22.654
C 2.671 -7.873 -27.952
H 2.945 -8.614 -27.202
C 2.787 -15.002 -23.208
H 2.001 -8.366 -28.658
O -1.055 -5.403 -16.515
N -1.669 -4.223 -30.512
H 4.611 -7.695 -21.169
H 3.367 -8.543 -21.968
C -5.238 -11.515 -29.806
N 1.730 -1.131 -20.477
C 3.571 -7.591 -21.477
O -7.391 -4.064 -24.924
H 2.918 -16.794 -21.023
O -4.072 -3.215 -14.494
O -11.433 -6.312 -20.834
Cl -11.577 0.179 -20.657
O -5.478 -10.830 -17.944
H 3.288 -0.385 -19.135
H 2.309 -12.206 -20.195
C 2.875 -0.215 -20.130
H 1.821 -14.489 -19.923
O 2.020 -2.069 -21.173
H 3.658 -0.341 -20.877
H 2.184 -7.033 -27.457
N 3.848 -7.463 -28.692
H 0.601 -0.261 -27.203
H -1.282 -5.459 -24.370
H -4.134 2.561 -18.645
H -9.180 -7.418 -21.528
H -2.230 3.635 -17.364
H -9.971 -10.144 -26.686
H -4.235 -11.942 -29.787
C -1.547 -13.145 -22.607
H -6.977 -5.129 -27.629
H -8.737 -4.900 -27.647
C 0.553 -12.644 -23.941
H -2.846 -7.564 -24.756
O -10.542 -6.549 -18.880
O 3.664 -7.062 -29.826
H 2.512 -15.518 -24.129
H -3.426 -5.372 -30.143
H -6.612 -3.468 -16.265
H 0.431 -13.353 -24.759
H -1.888 -5.225 -22.741
C -3.445 2.241 -28.592
H -8.797 -8.023 -19.881
C -6.177 -3.684 -15.289
H -5.868 -11.799 -30.649
H -0.009 -11.735 -24.156
N 0.422 -14.750 -22.435
H 1.209 -16.829 -20.805
H -3.333 0.252 -29.224
H -4.268 -3.695 -23.579
H -6.745 -3.348 -14.422
N -3.582 -2.956 -23.534
C -11.319 -1.476 -21.307
O -8.694 -5.692 -25.394
O -1.401 -3.310 -31.289
F -4.713 2.574 -28.946
O -5.295 -9.434 -28.813
H -1.717 2.236 -18.288
H -9.383 -1.130 -22.216
O -4.507 -4.455 -21.233
O -3.314 -5.637 -24.193
H -1.915 -12.129 -22.754
N -4.906 -2.892 -15.342
C -6.863 -12.692 -18.103
H -5.912 -4.741 -15.296
O -9.048 -11.079 -24.469
H -7.757 -12.245 -17.669
C -3.415 3.222 -19.128
C 1.980 -16.571 -21.531
H 3.302 -14.323 -20.484
H -4.588 -2.063 -22.098
H -3.740 -3.630 -30.530
F -2.699 2.616 -29.653
H 1.868 -17.243 -22.382
H -3.521 -3.270 -20.029
H -3.724 -2.247 -24.240
O -0.126 -15.636 -23.482
O 0.628 -0.934 -20.002
H -9.687 -2.781 -21.966
H -8.589 -10.823 -27.608
C 2.004 -12.795 -21.060
H 2.617 -12.427 -21.883
H -11.727 -2.151 -20.555
C -3.562 -2.425 -22.154
O -4.838 -1.863 -15.947
F -3.067 3.001 -27.547
H -1.985 -13.607 -23.492
H -11.932 -1.661 -22.189
H -7.019 -13.437 -18.883
C 0.529 -12.478 -21.414
H 2.929 -13.970 -23.527
N -10.622 -6.855 -20.046
O -7.524 -11.905 -25.737
H -4.587 -5.525 -19.563
Cl -0.873 4.221 -19.213
H 2.587 0.834 -20.064
C -2.092 -5.016 -23.791
O -1.872 0.258 -27.839
H -3.358 -7.323 -23.014
H 1.603 -12.364 -23.848
N -6.135 -11.537 -18.699
C -2.085 3.259 -18.377
H -3.432 -6.203 -20.689
Cl -4.261 4.823 -19.114
C 0.468 -0.103 -28.273
O -4.092 0.245 -27.246
H -0.056 -3.240 -16.881
H -3.252 2.836 -20.134
N -0.130 -4.965 -15.929
H -4.570 -7.296 -24.207
N -7.898 -4.864 -25.739
H -0.612 1.811 -28.465

---

No. 2
DFT (ωB97M-V/def2-TZVPD) results for a 6-piece molecular cluster, C34H81N6O13 overall at a distorted geometry.

Summary:
Energy relative to the best compared isomer or geometry (same formula, charge and spin)   0.00 kJ/mol
Total charge   -1
E_LUMO   2.1 eV

Geometry (Å):
O 1.618 -2.763 -1.585
H 6.485 -7.317 -4.208
H -1.566 4.359 -3.711
H -5.510 -1.450 7.552
C -1.689 1.832 -5.914
H -3.003 -2.209 6.454
O 0.131 2.686 5.928
H -1.009 -1.918 -2.737
N -3.580 -1.856 5.697
H -2.762 8.105 -3.439
C -2.442 -3.509 4.103
H -1.980 -3.486 3.112
H -0.595 1.109 4.866
H 0.359 7.224 -5.104
H 0.603 0.872 -6.542
H 5.859 -5.576 -0.502
H -0.348 1.945 8.369
N -1.016 -0.475 2.578
H 0.911 9.239 -5.519
H -2.402 1.193 -5.389
H -2.191 2.785 -6.106
H 1.909 -1.401 1.526
C 1.194 -1.606 0.650
C -1.939 1.049 9.245
H 1.668 3.966 6.329
H 0.304 4.299 -5.211
O -2.312 -1.859 1.112
H 0.273 5.519 -7.482
H 3.944 -3.668 -2.667
H 5.974 -3.911 -6.615
H -1.766 -0.717 -5.201
H -1.816 5.252 8.816
H -1.993 -3.884 6.966
C -0.224 1.301 5.877
N -0.867 1.082 8.249
H 6.447 -4.444 -3.777
C 3.985 -4.691 -3.056
H 1.314 7.828 -7.711
H -1.177 6.295 -6.811
O -2.357 3.464 9.637
H 2.178 2.317 5.914
H -1.731 -0.007 6.680
H -2.542 7.388 -5.045
H 2.960 -5.072 -3.085
H -3.573 -3.381 9.709
H -2.940 -5.078 6.017
H 7.445 -6.131 -3.265
C -0.088 6.370 -6.895
C -2.932 2.221 9.252
H -3.161 -0.645 -3.592
N -0.934 -1.273 -5.368
H -4.819 -3.559 5.445
C -1.346 1.000 6.868
C -3.990 -2.645 9.020
H 7.489 -3.707 -5.750
H -1.949 -0.019 2.576
H -2.080 5.224 -5.139
C -1.749 4.188 8.578
C -0.196 0.422 -7.141
H -3.162 -2.088 8.572
H -3.466 -1.671 3.612
H 3.872 -4.216 -5.153
H -0.813 2.023 -5.290
H 0.641 0.648 6.040
H 0.281 -0.829 -2.231
H -5.573 -1.996 5.069
C 0.073 -0.941 -4.357
H -6.488 -2.861 7.131
C -4.887 -2.509 5.750
H 8.165 -7.659 -3.755
H -0.279 -3.391 0.518
H -0.158 7.585 -8.658
H 0.490 0.058 -4.527
H 6.130 -6.431 -6.205
H 7.446 -5.736 -7.121
H -0.688 3.938 8.510
O 4.716 -5.560 -2.192
O -1.349 1.257 -7.167
H -2.243 4.018 7.618
C 1.431 2.907 6.452
O 3.454 -2.236 -0.333
C 4.557 -4.733 -4.472
C -1.197 -1.598 1.628
H -4.636 -1.966 9.585
O -1.449 -4.036 4.977
H 1.229 10.015 -7.102
H 6.264 -4.285 -1.646
H -1.959 -1.459 4.485
H 0.697 5.288 -3.814
H 0.792 -0.568 0.350
H 4.774 -4.175 -0.650
H -1.283 -1.405 -7.396
O -1.724 6.348 -3.419
H 0.377 -3.013 2.240
C 0.035 -2.567 1.233
C 6.577 -4.312 -5.793
C 5.438 -4.849 -1.202
O -1.422 0.148 -2.777
C -0.489 -1.032 -6.741
O -4.726 -3.342 8.028
H -0.125 10.556 -6.090
H -3.480 2.316 8.308
H -3.363 0.633 -2.382
C -1.391 5.272 -4.289
O 7.981 -6.288 -5.257
H -3.687 1.997 10.013
C 0.453 9.684 -6.406
H -2.153 1.718 6.687
H 4.618 -5.785 -4.775
C 2.069 -2.263 -0.507
H -2.894 -0.996 -1.855
H -1.452 1.018 10.226
H 0.177 0.403 -8.170
C 7.473 -6.872 -4.066
H -2.492 0.109 9.141
N 5.870 -4.089 -4.532
H 0.888 -1.669 -4.409
C -2.063 7.558 -4.077
C -5.464 -2.474 7.164
H -0.310 0.137 2.135
C -2.777 -0.250 -2.647
C -1.956 -4.624 6.163
O -0.437 8.772 -7.029
H 1.466 2.671 7.520
N 0.548 6.347 -5.577
C 6.988 -5.755 -6.126
H -1.176 8.184 -4.195
C -0.527 -0.960 -2.954
C -2.864 -2.070 4.436
H 0.396 -1.645 -6.941
H -3.295 -4.191 4.018
C 0.233 7.665 -7.639
C 0.084 5.254 -4.720
H -1.260 -5.406 6.477

---

No. 3
DFT (ωB97M-V/def2-TZVPD) results for a 5-piece molecular cluster, C34H83N5O5 overall.

Summary:
Total charge   0
E_LUMO   0.7 eV
SMILES   CCCCCCCCCCCCCCC[C@H](CN)OC.COC[C@@H](C)N.COC[C@@H](C)N.COC[C@@H](C)N.COC[C@@H](C)N

Geometry (Å):
N 1.816 4.728 -1.914
H 3.102 3.669 1.096
H -6.303 -1.866 -1.712
H 6.726 8.144 -1.496
C 4.129 4.129 -1.432
N -1.412 -8.594 -0.919
C -5.840 -0.112 1.838
H -3.288 -4.504 2.676
H -4.822 0.063 2.180
C 6.112 7.956 -2.388
H -0.312 -3.901 1.241
C 1.645 -10.766 -0.530
C -6.343 -1.795 -0.625
H -2.383 -1.528 -2.724
C -6.883 -0.393 -0.270
H -0.650 -0.335 -0.572
H -7.051 -5.004 -0.779
H 2.929 7.883 4.414
H 5.782 4.833 3.581
C -7.210 -2.941 -0.097
H 7.570 5.062 -2.704
H 0.980 5.180 -1.557
C 2.310 3.801 0.349
H 5.065 8.027 -2.083
C 2.663 1.500 -0.205
C -0.919 -3.572 0.394
H -0.999 -3.457 -2.486
H -2.715 2.480 0.310
H -6.532 0.426 2.493
C -0.700 -10.985 -0.946
C 7.844 9.247 -3.776
H 2.856 6.408 6.215
H -1.590 -2.790 0.745
H -8.088 -2.998 -0.744
H -2.449 -10.175 -0.068
H 5.764 5.919 5.473
H -1.252 0.365 -2.079
H 8.121 6.361 -3.769
H 4.652 8.723 -4.532
H -0.636 -11.894 -0.332
H -1.901 -8.716 -1.801
H 0.041 -2.062 -2.599
H -4.804 -3.811 -1.221
H 3.988 3.244 -2.055
H -3.542 -3.061 0.565
H -1.301 -11.228 -1.826
C -2.359 -5.586 1.013
C -4.257 -3.814 0.892
C -2.659 0.441 -0.463
O 6.282 6.622 -2.821
H -2.444 -4.485 -0.850
C 2.812 4.623 -0.843
H 1.518 3.787 -2.157
C 3.613 6.252 5.440
H -0.454 -8.383 -1.184
H 3.004 1.463 -1.243
C -1.895 -1.644 -1.753
H 0.755 -3.756 -0.940
C 4.906 5.847 6.140
H 4.792 3.420 4.030
H 2.026 5.470 4.231
H -6.724 -4.786 0.919
H 1.494 -11.610 0.150
C -2.152 1.562 0.465
O 0.577 -10.649 -1.449
H 1.506 4.359 0.835
C 3.044 5.180 4.503
H -1.591 -5.761 1.770
H 4.850 4.824 6.519
O -5.952 0.339 0.510
H -1.110 1.798 0.250
C -5.050 -4.361 -0.312
C -6.553 -4.347 -0.067
C 4.899 4.245 3.320
C -3.569 -4.911 1.704
N 3.817 7.538 4.767
H -2.646 -6.574 0.657
H 8.247 8.454 -4.406
C -1.706 -4.785 -0.105
H 0.585 -2.165 -0.239
H 7.970 10.183 -4.317
C 0.018 -2.998 -0.661
H 5.881 7.797 -5.001
H -7.604 -2.700 0.891
H -8.049 -0.023 -2.009
H -4.327 -5.671 1.907
H 3.531 1.591 0.455
H -1.556 -9.017 1.799
C -0.852 -9.612 1.218
N -7.448 1.850 -1.290
H 2.149 0.564 0.016
H -4.733 -5.391 -0.491
H 4.573 4.900 -2.061
C -7.187 0.432 -1.518
H -6.565 2.338 -1.273
C -1.522 -0.255 -1.223
H 2.982 4.208 5.011
H 2.985 5.634 -0.460
H 5.971 9.957 -3.061
H -0.678 -10.549 1.750
H -3.346 0.875 -1.189
C -1.407 -9.860 -0.181
H 1.781 -9.854 0.057
O 3.730 5.040 3.274
H 5.053 3.830 2.323
H -3.214 -0.307 0.102
H -6.338 0.352 -2.199
H 4.380 7.373 3.937
H -7.861 1.985 -0.377
H 8.191 6.570 -2.000
H -4.950 -3.289 1.556
N 5.652 8.743 -4.710
H -6.046 -1.180 1.937
H -2.227 1.266 1.508
H -7.816 -0.506 0.300
H -5.331 -1.832 -0.231
H 8.441 9.297 -2.863
H -2.625 -2.123 -1.099
C -0.687 -2.557 -1.952
H 5.097 6.511 6.982
H 2.553 -10.939 -1.106
C 7.613 6.145 -2.826
C 6.368 9.020 -3.463
H 4.846 3.883 -0.644
O 1.741 2.549 0.011
H -1.002 -5.441 -0.626
H 0.086 -9.057 1.186

---

Which formula does entry 1 have? C34H81Cl4F3N13O27

---

Which of these has the highest total charge? C34H83N5O5

---

E_LUMO of number 2 (C34H81N6O13)? 2.1 eV